Entry A
C23H26N2OPPdSe2 as an isolated structure. Source: the OMol25 dataset; level of theory: ωB97M-V/def2-TZVPD.

Atoms and positions in Å:
1 Pd 0.16885 0.00846 0.47115
2 Se 2.45150 0.24421 -0.18842
3 P 2.14010 2.19075 0.74442
4 Se 0.05029 2.46616 0.21810
5 C 2.34698 2.06561 2.53685
6 C 3.48480 1.43844 3.03955
7 C 3.66397 1.33456 4.40857
8 C 2.71237 1.85788 5.27576
9 C 1.58112 2.48467 4.77432
10 C 1.39339 2.58737 3.40288
11 C 3.24911 3.47178 0.15677
12 C 4.16465 3.21315 -0.85608
13 C 5.01372 4.22412 -1.28287
14 C 4.93675 5.48324 -0.70745
15 C 4.01524 5.74185 0.30060
16 C 3.17220 4.73649 0.73936
17 H 4.22136 1.02088 2.36382
18 H 4.54763 0.84796 4.79956
19 H 2.85950 1.78316 6.34566
20 H 0.84353 2.89938 5.44920
21 H 0.50036 3.05378 3.00659
22 H 4.20910 2.23474 -1.31801
23 H 5.73023 4.02774 -2.06881
24 H 5.59686 6.27081 -1.04576
25 H 3.95782 6.72598 0.74547
26 H 2.46017 4.93372 1.53280
27 O -1.96895 -0.04638 0.98550
28 C -2.69043 -1.29269 0.99137
29 C -2.89511 -1.87027 -0.39737
30 C -1.59370 -2.03282 -1.19492
31 C -0.56400 -2.81061 -0.42682
32 C -0.55596 -4.19952 -0.43794
33 C 0.37537 -4.88661 0.31876
34 C 1.28705 -4.16676 1.07601
35 C 1.22335 -2.78910 1.04772
36 N 0.31830 -2.12618 0.31687
37 H -2.46586 0.62948 0.50940
38 H -3.64413 -1.13700 1.49706
39 H -2.08326 -1.95415 1.60872
40 H -3.59149 -1.24939 -0.96684
41 H -3.37989 -2.84256 -0.27187
42 H -1.17895 -1.05326 -1.44196
43 H -1.80691 -2.53491 -2.13863
44 H -1.27638 -4.72613 -1.04960
45 H 0.39513 -5.96830 0.31353
46 H 2.03872 -4.65825 1.67642
47 H 1.90694 -2.17662 1.61917
48 C 0.50001 -1.85764 6.42254
49 C -0.41335 -0.89602 5.65906
50 C -0.06241 -0.81129 4.24291
51 N 0.21172 -0.73519 3.13078
52 H 0.14392 -1.96899 7.44466
53 H 1.52066 -1.47948 6.45224
54 H 0.51171 -2.84058 5.95436
55 H -0.34542 0.11377 6.06794
56 H -1.45832 -1.20070 5.72920

Properties
total charge: +1
gap between HOMO and LUMO: 7.660 eV
LUMO energy: -0.117 Ha
HOMO: -10.85 eV

---

Entry B
C23H26N2OPPdSe2 as an isolated structure. Source: the OMol25 dataset; level of theory: ωB97M-V/def2-TZVPD.

Atoms and positions in Å:
1 Pd 0.01025 -0.09200 0.14515
2 Se 0.18725 0.19756 2.51214
3 P 2.35496 0.07658 2.32499
4 Se 2.44673 0.09570 0.15210
5 C 3.04972 -1.41537 3.05096
6 C 4.17570 -2.00434 2.48625
7 C 4.75100 -3.10670 3.09911
8 C 4.20309 -3.61677 4.26733
9 C 3.07457 -3.03140 4.82608
10 C 2.49366 -1.93020 4.21903
11 C 3.18701 1.47059 3.09858
12 C 4.16623 2.17868 2.41224
13 C 4.83563 3.21398 3.04856
14 C 4.52333 3.53963 4.35979
15 C 3.53932 2.83460 5.04225
16 C 2.86995 1.79808 4.41493
17 H 4.59417 -1.61449 1.56636
18 H 5.62445 -3.56998 2.66057
19 H 4.65246 -4.47896 4.74175
20 H 2.64248 -3.43781 5.73051
21 H 1.59929 -1.48930 4.64309
22 H 4.39776 1.93385 1.38287
23 H 5.59767 3.76766 2.51695
24 H 5.04473 4.34890 4.85337
25 H 3.29306 3.09471 6.06283
26 H 2.09749 1.25599 4.94860
27 O -1.92896 -1.44607 0.52498
28 C -3.15726 -0.94477 1.06967
29 C -4.10276 -0.43538 -0.00191
30 C -3.44791 0.58667 -0.93476
31 C -2.92105 1.78994 -0.20089
32 C -3.78249 2.79375 0.23150
33 C -3.26593 3.89510 0.88828
34 C -1.89600 3.97161 1.09116
35 C -1.10978 2.92643 0.64720
36 N -1.60407 1.85137 0.02382
37 H -2.10895 -2.16311 -0.09246
38 H -2.85966 -0.13874 1.74168
39 H -3.63337 -1.72203 1.67053
40 H -4.96942 0.00517 0.49875
41 H -4.48441 -1.27425 -0.59130
42 H -4.17495 0.90693 -1.68319
43 H -2.61535 0.12415 -1.46546
44 H -4.84420 2.70942 0.03789
45 H -3.91913 4.68814 1.22790
46 H -1.44340 4.81938 1.58544
47 H -0.03650 2.93582 0.79507
48 C 0.96787 -1.35734 -5.10094
49 C 0.22465 -0.16248 -4.49853
50 C 0.12485 -0.25110 -3.04502
51 N 0.04027 -0.32572 -1.90694
52 H 1.00136 -1.25041 -6.18284
53 H 0.46350 -2.29200 -4.86318
54 H 1.98903 -1.40888 -4.72812
55 H -0.79128 -0.08278 -4.88863
56 H 0.73086 0.77757 -4.72518

Properties
total charge: +1
gap between HOMO and LUMO: 7.525 eV
LUMO energy: -0.124 Ha
HOMO: -10.90 eV

---

Order of stability, best first: entry A, entry B

---

Entry A
C15H6Cl4N2O7SeTi as an isolated structure. Source: the OMol25 dataset; level of theory: ωB97M-V/def2-TZVPD.

Atoms and positions in Å:
1 Ti 0.88224 -0.30706 0.23770
2 O -1.03356 -0.09552 -3.36563
3 C -0.73229 -0.10804 -2.19227
4 O 0.46879 -0.12893 -1.69069
5 C -1.78527 -0.11807 -1.09907
6 C -3.15910 -0.08991 -1.23793
7 C -3.93332 -0.14732 -0.08867
8 C -3.32821 -0.24558 1.16136
9 C -1.94916 -0.27941 1.20891
10 N -1.23590 -0.19877 0.09861
11 C -1.06210 -0.45159 2.42747
12 O -1.52925 -0.60251 3.53674
13 O 0.19668 -0.42678 2.10532
14 H -3.59648 -0.01526 -2.22285
15 H -5.01233 -0.11499 -0.16257
16 H -3.89512 -0.29447 2.07925
17 Cl 3.19412 -6.73442 -0.11338
18 C 3.09520 -5.00664 0.00410
19 C 4.25136 -4.24819 0.08397
20 Cl 5.80796 -5.01479 0.06635
21 C 4.16401 -2.85117 0.17914
22 Cl 5.58683 -1.86785 0.28179
23 C 2.92958 -2.22939 0.19367
24 O 2.73004 -0.92652 0.28119
25 C 1.74183 -3.00133 0.10997
26 O 0.63667 -2.31054 0.13197
27 C 1.83980 -4.38425 0.01748
28 Cl 0.37713 -5.30434 -0.08032
29 Se -4.08874 3.39135 0.07863
30 C -3.66474 5.12610 0.42469
31 N -3.39856 6.23529 0.64793
32 C 2.00550 2.35150 1.25434
33 O 1.35927 1.39177 0.48243
34 H 1.63389 2.32355 2.28331
35 H 1.82046 3.34621 0.84087
36 H 3.08411 2.16381 1.26310

Properties
total charge: -2
gap between HOMO and LUMO: 5.989 eV
LUMO energy: 0.142 Ha
HOMO: -2.11 eV

---

Entry B
C15H6Cl4N2O7SeTi as an isolated structure. Source: the OMol25 dataset; level of theory: ωB97M-V/def2-TZVPD.

Atoms and positions in Å:
1 Ti 0.51586 0.42758 -0.00696
2 O -1.38827 0.31740 -3.61299
3 C -1.11236 0.39733 -2.43580
4 O 0.06695 0.58157 -1.91709
5 C -2.17071 0.26769 -1.35875
6 C -3.53748 0.14240 -1.51351
7 C -4.30533 0.01423 -0.36184
8 C -3.70744 -0.00559 0.89296
9 C -2.33245 0.11811 0.95154
10 N -1.62980 0.25480 -0.15634
11 C -1.44327 0.10683 2.18275
12 O -1.91543 -0.04747 3.29243
13 O -0.19488 0.21758 1.86656
14 H -3.96772 0.16426 -2.50414
15 H -5.38248 -0.06590 -0.44291
16 H -4.27296 -0.09683 1.80896
17 Cl 3.36274 -5.79971 -0.35619
18 C 3.11590 -4.08407 -0.26931
19 C 4.20257 -3.22624 -0.26288
20 Cl 5.81894 -3.85153 -0.33996
21 C 3.99489 -1.83939 -0.19304
22 Cl 5.32464 -0.73103 -0.17875
23 C 2.71138 -1.33052 -0.13235
24 O 2.40195 -0.05039 -0.05878
25 C 1.59179 -2.20476 -0.13510
26 O 0.43574 -1.61345 -0.06501
27 C 1.81115 -3.57590 -0.20478
28 Cl 0.43387 -4.62452 -0.20780
29 Se -3.23677 3.96693 -0.21845
30 C -2.06129 5.34947 0.03117
31 N -1.32266 6.23164 0.19418
32 C 1.67074 2.95549 1.17592
33 O 0.94477 2.08726 0.35993
34 H 1.37980 2.80986 2.22027
35 H 1.45708 3.98628 0.88699
36 H 2.74053 2.75056 1.06909

Properties
total charge: -2
gap between HOMO and LUMO: 5.901 eV
LUMO energy: 0.146 Ha
HOMO: -1.92 eV

---

Order of stability, best first: entry A, entry B

---

Entry A
A 4-piece molecular cluster, CH11N2O3 overall. Source: the OMol25 dataset; level of theory: ωB97M-V/def2-TZVPD.

Atoms and positions in Å:
1 N 1.12287 -0.03090 0.08149
2 C 1.03008 0.73283 -0.95682
3 N -0.02006 1.45262 -1.32198
4 H 0.29341 -0.05188 0.69657
5 H 2.09295 -0.35001 0.42685
6 H 1.86050 0.78114 -1.64388
7 H 0.05734 2.04419 -2.12528
8 H -0.81736 1.60314 -0.71740
9 H 3.68964 -1.55988 0.04399
10 H 4.06866 -0.31386 0.77016
11 O 3.43967 -1.04700 0.82768
12 H -1.52970 0.18620 2.10339
13 H -2.13213 -0.24529 0.75416
14 O -1.39855 0.24811 1.15061
15 H -4.00580 -1.17726 0.79982
16 H -4.11012 -1.28235 -0.83123
17 O -3.64139 -0.98980 -0.05814

Properties
total charge: +1
gap between HOMO and LUMO: 12.081 eV
LUMO energy: -0.102 Ha
HOMO: -14.84 eV

---

Entry B
A 4-piece molecular cluster, CH11N2O3 overall. Source: the OMol25 dataset; level of theory: ωB97M-V/def2-TZVPD.

Atoms and positions in Å:
1 N 1.21379 0.31319 0.56428
2 C 0.73240 1.43647 0.01674
3 N -0.51881 1.77942 -0.23419
4 H 0.64233 -0.25839 1.22881
5 H 2.25049 0.32980 0.55748
6 H 1.47129 2.24052 -0.21502
7 H -0.73140 2.77446 -0.27442
8 H -1.34747 1.24634 0.13112
9 H 3.10339 -0.62289 -1.41318
10 H 4.20239 0.29096 -0.86033
11 O 3.40717 -0.19148 -0.61622
12 H -3.31658 0.15804 -1.04418
13 H -2.39226 -0.85883 -0.18991
14 O -2.48225 0.04105 -0.57634
15 H -1.28970 -3.03100 0.75401
16 H -2.85124 -3.15708 1.21674
17 O -2.09352 -2.49058 0.95462

Properties
total charge: +1
gap between HOMO and LUMO: 11.869 eV
LUMO energy: -0.114 Ha
HOMO: -14.96 eV

---

Order of stability, best first: entry A, entry B